DFT (the ωB97M-V functional and the def2-TZVPD basis) results for one molecule with the formula C2H7N3 in a non-equilibrium geometry.

Results
- structure (SMILES) = [H]/N=C(/C)NN
- strongest force on any atom (eV/Å) = 5.3

Structure (ORCA input):
```
! RIJCOSX wB97M-V def2-TZVPD def2/J DEFGRID3
* xyz 0 1
H -0.87 1.67 0.11
N 0.24 1.54 -0.03
C 0.37 0.24 0.05
C 1.79 -0.36 0.06
N -0.73 -0.61 0.11
N -2.07 -0.13 0.07
H 1.68 -1.42 -0.47
H 2.43 0.34 -0.52
H 2.33 -0.48 1.12
H -0.73 -1.60 -0.58
H -2.21 0.40 0.87
H -2.22 0.40 -0.77
*
```



DFT (the ωB97M-V functional and the def2-TZVPD basis) results for C24H34GeIN3O5PS2SeW as an isolated structure in a non-equilibrium geometry.

Results
- strongest force on any atom (eV/Å) = 2.9

Structure (ORCA input):
```
! RIJCOSX wB97M-V def2-TZVPD def2/J DEFGRID3
* xyz -2 2
W 0.14 -0.22 -0.86
O -2.98 -0.85 -0.32
C -3.72 -1.29 0.77
C -4.48 -2.50 0.78
C -5.51 -2.65 1.66
C -5.76 -1.61 2.58
C -4.95 -0.51 2.71
C -3.91 -0.35 1.81
C -2.89 0.72 2.01
N -1.75 0.33 2.54
N -0.66 1.17 2.59
C 0.74 2.33 0.67
O 1.27 1.07 0.21
C 1.67 3.53 0.65
C 2.51 3.76 -0.43
C 3.26 4.89 -0.57
C 3.25 5.85 0.43
C 2.51 5.60 1.60
C 1.66 4.49 1.69
H -4.20 -3.29 0.08
H -6.09 -3.55 1.68
H -6.61 -1.77 3.30
H -5.02 0.20 3.56
H -3.03 1.67 1.53
H 2.51 3.01 -1.23
H 3.71 5.05 -1.49
H 3.75 6.77 0.31
H 2.46 6.36 2.40
H 0.95 4.45 2.52
C 4.77 0.94 -1.26
C 4.32 -0.15 -0.32
O 4.11 -1.34 -1.08
P 3.33 -2.62 -0.57
S 1.28 -2.30 -0.25
S 3.84 -3.99 -1.87
O 3.90 -2.87 0.96
C 3.50 -4.05 1.67
C 3.85 -3.78 3.10
H 4.92 1.82 -0.69
H 4.00 1.15 -1.97
H 5.68 0.70 -1.82
H 3.38 0.13 0.09
H 5.05 -0.34 0.44
H 3.92 -4.96 1.27
H 2.41 -4.20 1.56
H 4.86 -3.50 3.32
H 3.61 -4.66 3.66
H 3.22 -2.99 3.48
C -0.96 -3.36 -3.30
Ge -2.29 -2.02 -2.86
C -3.91 -3.15 -2.99
C -2.50 -0.54 -4.05
C -1.79 -1.46 -0.87
H -0.67 -3.96 -2.45
H -0.06 -2.81 -3.59
H -1.20 -4.01 -4.16
H -4.23 -3.32 -4.02
H -4.82 -2.71 -2.53
H -3.76 -4.10 -2.48
H -2.12 0.34 -3.56
H -3.58 -0.41 -4.19
H -2.00 -0.67 -5.04
H -1.54 -2.41 -0.37
N -1.32 3.36 -0.49
C -0.66 2.33 0.21
O -1.11 1.16 -0.27
C -0.46 2.33 1.68
I -1.87 8.06 2.33
H -0.87 3.46 -1.42
H -1.09 4.28 -0.06
H 0.13 0.60 2.61
H -0.63 3.35 2.09
Se 0.56 -0.05 -3.10
*
```



DFT (the ωB97M-V functional and the def2-TZVPD basis) results for one molecule with the formula CH4N2O2S in a non-equilibrium geometry.

Results
- strongest force on any atom (eV/Å) = 5.9

Structure (ORCA input):
```
! RIJCOSX wB97M-V def2-TZVPD def2/J DEFGRID3
* xyz 0 3
C 1.00 -0.02 -0.48
N 0.55 -0.97 0.20
N -1.32 1.03 0.30
O -0.27 1.80 -1.98
O 0.61 2.53 0.29
S 0.02 1.52 -0.55
H 1.97 0.03 -0.82
H 1.17 -1.78 0.37
H -1.56 0.07 0.19
H -1.16 1.16 1.29
*
```



DFT (the ωB97M-V functional and the def2-TZVPD basis) results for a 2-piece molecular cluster, C5H14NO overall in a non-equilibrium geometry.

Results
- strongest force on any atom (eV/Å) = 2.1

Structure (ORCA input):
```
! RIJCOSX wB97M-V def2-TZVPD def2/J DEFGRID3
* xyz 1 1
C 0.94 -1.85 0.75
C 1.11 -0.47 1.43
C -0.17 0.08 2.04
O 1.48 0.44 0.37
H 1.81 -2.01 0.11
H 0.02 -1.88 0.14
H 0.95 -2.67 1.48
H 1.94 -0.50 2.15
H -0.62 -0.56 2.80
H -0.88 0.34 1.26
H 0.08 1.01 2.54
H 2.35 0.20 0.08
C -2.32 0.67 -1.20
C 0.03 0.99 -1.73
N -1.04 0.25 -1.79
H -2.76 -0.19 -0.68
H -2.96 1.05 -1.99
H -2.06 1.48 -0.50
H 0.01 1.81 -0.99
H 0.86 0.81 -2.37
H -0.83 -0.72 -2.12
*
```



DFT (the ωB97M-V functional and the def2-TZVPD basis) results for C34H52BBrFeN7O4P2 as an isolated structure in a non-equilibrium geometry.

Results
- strongest force on any atom (eV/Å) = 2.1

Structure (ORCA input):
```
! RIJCOSX wB97M-V def2-TZVPD def2/J DEFGRID3
* xyz 1 5
Fe 0.27 -0.43 0.17
C -3.24 4.19 1.59
C -1.92 4.64 0.97
C -1.64 6.10 1.35
C -0.77 3.79 1.41
C -0.19 3.74 2.70
C 0.90 2.93 2.55
N 0.96 2.50 1.27
N -0.06 3.04 0.58
B 2.29 2.12 0.59
N 2.06 1.85 -0.90
C 2.66 2.51 -1.89
C 2.19 2.03 -3.09
C 1.27 1.04 -2.74
N 1.21 0.95 -1.40
C 0.46 0.17 -3.64
C -0.33 0.99 -4.66
C 1.36 -0.82 -4.37
N 2.91 0.88 1.25
C 4.09 0.87 1.89
C 4.39 -0.43 2.22
C 3.33 -1.19 1.73
N 2.43 -0.37 1.15
C 3.19 -2.68 1.78
C 4.56 -3.35 1.88
C 2.30 -3.10 2.96
H -4.06 4.81 1.23
H -3.47 3.15 1.34
H -3.20 4.27 2.67
H -1.99 4.56 -0.12
H -1.61 6.20 2.43
H -0.69 6.44 0.94
H -2.43 6.75 0.97
H -0.53 4.24 3.58
H 1.66 2.67 3.26
H 3.06 3.02 0.70
H 3.38 3.28 -1.69
H 2.46 2.34 -4.08
H -0.24 -0.39 -3.00
H 0.35 1.51 -5.33
H -0.96 0.33 -5.26
H -0.97 1.72 -4.18
H 2.09 -0.29 -4.97
H 1.90 -1.44 -3.66
H 0.78 -1.46 -5.03
H 4.65 1.77 2.07
H 5.27 -0.78 2.73
H 2.69 -2.99 0.86
H 5.01 -3.17 2.85
H 4.46 -4.42 1.75
H 5.23 -2.98 1.11
H 2.67 -2.67 3.89
H 1.28 -2.79 2.79
H 2.31 -4.19 3.06
O -0.75 -1.83 6.59
C -0.60 -1.50 5.31
C 0.26 -0.50 4.86
C 0.36 -0.26 3.51
N -0.33 -0.93 2.58
C -1.15 -1.87 3.02
Br -2.11 -2.84 1.71
C -1.35 -2.19 4.35
H -0.19 -1.29 7.17
H 0.83 0.09 5.57
H 1.02 0.51 3.12
H -2.05 -2.95 4.66
C -0.01 -5.22 0.56
O 0.78 -4.09 0.22
P 0.33 -2.79 -0.62
O -0.56 -3.63 -1.70
C -1.38 -3.04 -2.69
O 1.71 -2.49 -1.39
C 2.43 -3.54 -2.05
H 0.53 -6.11 0.23
H -0.15 -5.26 1.64
H -0.98 -5.19 0.07
H -0.95 -3.23 -3.67
H -1.46 -1.97 -2.53
H -2.37 -3.50 -2.63
H 3.26 -3.08 -2.58
H 1.78 -4.06 -2.77
H 2.81 -4.26 -1.33
C -2.51 1.62 -1.14
P -2.38 -0.04 -0.34
C -3.75 -0.89 -1.24
C -3.16 0.26 1.29
C -4.37 -0.26 1.74
C -4.81 0.02 3.02
C -4.04 0.78 3.89
C -2.82 1.28 3.46
C -2.39 1.02 2.17
H -1.79 2.30 -0.70
H -3.53 2.01 -1.04
H -2.27 1.50 -2.20
H -4.67 -0.32 -1.12
H -3.89 -1.90 -0.87
H -3.52 -0.93 -2.31
H -4.97 -0.89 1.10
H -5.76 -0.37 3.35
H -4.38 0.97 4.89
H -2.21 1.88 4.12
H -1.44 1.40 1.82
*
```



DFT (the ωB97M-V functional and the def2-TZVPD basis) results for one molecule with the formula C5H9IN2S in a non-equilibrium geometry.

Results
- structure (SMILES) = C[C@@H]1C[C@@H](SI)NC=N1
- strongest force on any atom (eV/Å) = 4.5

Structure (ORCA input):
```
! RIJCOSX wB97M-V def2-TZVPD def2/J DEFGRID3
* xyz 0 1
C -1.62 0.96 0.62
C -0.34 0.07 0.69
C 0.52 0.57 -0.50
C 1.83 -0.11 -0.61
S 3.37 1.21 0.10
I 5.31 -0.07 0.07
N 1.62 -1.49 -0.33
C 0.37 -2.05 0.19
N -0.62 -1.39 0.59
H -1.83 1.27 -0.40
H -2.46 0.53 1.03
H -1.41 1.73 1.27
H 0.13 0.22 1.64
H 0.76 1.65 -0.15
H -0.18 0.67 -1.46
H 2.36 -0.21 -1.68
H 2.53 -2.06 -0.34
H 0.15 -3.13 0.07
*
```



DFT (the ωB97M-V functional and the def2-TZVPD basis) results for a 7-piece molecular cluster, C33H55BCl12N3O3 overall.

Results
- strongest force on any atom (eV/Å) = 0.9

Structure (ORCA input):
```
! RIJCOSX wB97M-V def2-TZVPD def2/J DEFGRID3
* xyz 1 1
C 2.33 0.96 3.79
C 1.34 0.81 3.13
N 0.17 0.50 2.51
C 0.08 -0.33 1.39
B 1.34 -1.02 0.70
O 2.34 -0.19 0.25
C 1.50 -2.57 0.54
C 2.28 -2.92 -0.74
C -1.24 -0.39 1.08
C -1.83 -1.18 -0.04
C -2.63 -2.41 0.45
O -2.23 -3.63 -0.13
C -2.25 -3.68 -1.55
C -3.51 -3.16 -2.20
N -1.93 0.40 2.00
C -3.38 0.67 2.14
C -4.17 0.77 0.84
C -5.58 1.27 1.17
N -5.68 2.70 0.94
C -1.05 0.93 2.85
C -1.32 1.87 3.99
O -1.74 3.16 3.57
C -1.22 3.53 2.34
C -2.06 3.67 1.24
C -1.52 4.01 0.00
C -0.16 4.22 -0.16
C 0.66 4.11 0.96
C 0.13 3.77 2.20
H 3.15 1.18 4.42
H 2.01 0.61 -0.18
H 0.53 -3.07 0.57
H 2.09 -2.92 1.40
H 3.30 -2.53 -0.68
H 2.34 -4.00 -0.87
H 1.81 -2.46 -1.61
H -0.99 -1.47 -0.68
H -2.45 -0.54 -0.66
H -2.43 -2.52 1.52
H -3.71 -2.26 0.36
H -2.15 -4.73 -1.80
H -1.35 -3.20 -1.95
H -3.69 -2.09 -2.04
H -4.39 -3.74 -1.92
H -3.40 -3.28 -3.28
H -3.81 -0.06 2.83
H -3.45 1.63 2.64
H -4.26 -0.22 0.40
H -3.65 1.42 0.13
H -6.34 0.68 0.65
H -5.75 1.10 2.24
H -6.63 3.03 1.04
H -5.32 2.97 0.04
H -0.40 1.97 4.57
H -2.06 1.42 4.65
H -3.13 3.53 1.33
H -2.17 4.12 -0.86
H 0.26 4.46 -1.13
H 1.72 4.31 0.85
H 0.80 3.71 3.05
Cl 2.34 4.40 7.38
C 3.89 3.93 6.64
C 4.10 4.57 5.29
Cl 2.95 3.95 4.07
H 3.90 2.84 6.57
H 4.68 4.24 7.32
H 5.10 4.35 4.93
H 3.98 5.65 5.34
Cl 2.14 5.44 -2.33
C 2.47 5.03 -4.03
C 1.27 4.40 -4.69
Cl 0.91 2.78 -4.03
H 3.33 4.36 -4.05
H 2.73 5.95 -4.54
H 1.47 4.27 -5.76
H 0.38 5.02 -4.57
Cl -0.77 -3.71 3.11
C -0.74 -5.44 2.67
C 0.24 -6.22 3.51
Cl 1.92 -5.76 3.15
H -0.50 -5.50 1.61
H -1.75 -5.83 2.81
H 0.14 -7.28 3.29
H 0.07 -6.06 4.57
Cl -3.46 -5.77 -4.18
C -3.66 -7.54 -4.15
C -3.92 -8.05 -2.76
Cl -2.50 -7.87 -1.70
H -2.76 -7.98 -4.58
H -4.50 -7.78 -4.80
H -4.15 -9.12 -2.80
H -4.75 -7.53 -2.30
Cl 3.54 4.88 -7.71
C 3.46 3.59 -8.94
C 2.06 3.04 -9.09
Cl 1.55 2.13 -7.65
H 4.16 2.82 -8.65
H 3.79 4.03 -9.88
H 2.03 2.35 -9.93
H 1.34 3.83 -9.27
Cl 6.08 1.50 2.37
C 5.61 0.17 1.27
C 6.28 -1.13 1.62
Cl 8.04 -1.08 1.31
H 5.85 0.48 0.26
H 4.53 0.06 1.35
H 5.87 -1.93 1.01
H 6.14 -1.38 2.67
*
```



DFT (the ωB97M-V functional and the def2-TZVPD basis) results for C31H34FHfN8O7S3 as an isolated structure.

Results
- strongest force on any atom (eV/Å) = 0.7

Structure (ORCA input):
```
! RIJCOSX wB97M-V def2-TZVPD def2/J DEFGRID3
* xyz 1 1
Hf 0.19 -0.13 -0.42
F 6.28 -1.52 2.29
C 5.31 -0.80 2.90
C 4.24 -0.39 2.16
C 3.25 0.39 2.76
C 2.11 0.78 1.94
O 2.11 0.49 0.73
C 1.08 1.49 2.61
C 1.25 1.83 3.91
N 2.32 1.51 4.68
C 2.32 2.12 6.01
C 2.71 1.44 7.29
C 3.54 2.59 6.74
C 3.34 0.74 4.11
C 4.43 0.25 4.84
C 5.43 -0.50 4.26
N 6.49 -0.98 5.07
C 7.34 -2.07 4.60
C 8.25 -2.49 5.77
N 7.55 -2.12 7.05
C 7.54 -0.62 7.22
C 7.25 -0.01 5.84
C -0.17 1.96 1.93
O -0.96 2.65 2.55
O -0.31 1.57 0.71
H 4.17 -0.66 1.11
H 0.47 2.42 4.38
H 1.47 2.77 6.09
H 3.10 0.43 7.26
H 2.08 1.63 8.14
H 4.51 2.38 6.31
H 3.47 3.55 7.23
H 4.49 0.42 5.91
H 7.98 -1.80 3.75
H 6.72 -2.90 4.30
H 9.19 -1.95 5.78
H 8.45 -3.56 5.76
H 7.96 -2.58 7.86
H 6.58 -2.43 6.97
H 8.51 -0.33 7.61
H 6.77 -0.39 7.95
H 8.18 0.27 5.33
H 6.68 0.91 5.98
N 0.11 -3.91 1.41
C 0.32 -2.93 0.54
O 0.78 -1.82 0.94
C 0.02 -3.16 -0.90
C -0.61 -1.90 -1.54
H 0.22 -3.73 2.39
H -0.34 -4.75 1.11
H -0.58 -4.06 -1.02
H 0.99 -3.37 -1.36
H -1.69 -1.99 -1.51
H -0.34 -1.88 -2.60
S -1.66 1.13 -2.12
C -3.11 1.40 -1.27
N -4.34 1.23 -1.76
C -5.36 1.37 -0.72
C -4.56 1.95 0.46
N -3.19 1.88 -0.04
H -4.46 0.66 -2.58
H -5.77 0.39 -0.47
H -6.17 2.03 -1.04
H -4.67 1.36 1.37
H -4.83 2.99 0.67
H -2.35 2.02 0.52
S -1.97 -0.82 1.28
C -3.26 -1.32 0.33
N -4.16 -1.66 -0.33
O 3.08 -3.12 -2.38
S 3.44 -1.84 -1.86
O 4.37 -1.78 -0.76
N 2.11 -0.94 -1.51
C 2.10 0.19 -2.21
O 1.20 1.05 -1.96
C 3.17 0.34 -3.22
C 3.38 1.35 -4.13
C 4.46 1.22 -4.99
C 5.30 0.10 -4.92
C 5.08 -0.91 -3.99
C 4.00 -0.76 -3.15
H 2.71 2.20 -4.17
H 4.66 1.98 -5.73
H 6.14 0.02 -5.60
H 5.73 -1.78 -3.94
*
```



DFT (the ωB97M-V functional and the def2-TZVPD basis) results for C11H12I2N2O7P2RuSe4 as an isolated structure in a non-equilibrium geometry.

Results
- strongest force on any atom (eV/Å) = 3.6

Structure (ORCA input):
```
! RIJCOSX wB97M-V def2-TZVPD def2/J DEFGRID3
* xyz -1 6
Ru 0.48 -0.69 0.66
Se 0.03 -1.63 2.71
Se -0.30 -3.92 3.21
Se 1.09 -1.68 6.31
Se 1.22 -0.25 4.55
N -0.03 4.59 0.96
C -0.90 3.35 0.83
C -2.33 3.86 0.86
P -0.48 2.53 -0.88
O 1.88 2.77 -2.17
O -0.49 1.02 -0.62
O 1.08 3.20 -0.96
P -0.51 2.33 2.37
O -2.01 1.82 2.77
O 0.13 3.32 3.32
O 0.37 1.12 1.94
H -0.45 5.48 0.60
H 0.84 4.45 0.44
H 0.30 4.70 1.92
H -2.40 4.70 0.13
H -2.53 4.27 1.87
H -3.14 3.15 0.59
H 2.10 1.83 -1.95
H -1.98 1.36 3.64
I -0.04 0.74 -4.49
C 0.47 -0.93 -3.32
C 0.11 -2.12 -4.04
C -0.06 -3.41 -3.52
I -0.59 -5.07 -4.61
C 0.23 -3.58 -2.14
C 0.00 -4.76 -1.40
C 0.59 -4.92 -0.14
C 1.17 -3.82 0.46
N 1.14 -2.58 -0.10
C 0.81 -2.48 -1.47
C 1.06 -1.12 -2.01
O 1.66 -0.36 -1.20
H -0.14 -1.96 -5.09
H -0.64 -5.51 -1.85
H 0.56 -5.88 0.41
H 1.68 -3.91 1.42
*
```



DFT (the ωB97M-V functional and the def2-TZVPD basis) results for a 2-piece molecular cluster, CH3N3S overall in a non-equilibrium geometry.

Results
- structure (SMILES) = [H]/N=N/[H].N=C=S
- strongest force on any atom (eV/Å) = 4.4

Structure (ORCA input):
```
! RIJCOSX wB97M-V def2-TZVPD def2/J DEFGRID3
* xyz 0 1
H -0.69 -0.54 -1.99
N -0.82 -1.06 -1.06
N -1.45 -0.29 -0.34
H -1.86 -0.61 0.50
N 1.42 -0.09 1.19
C 1.20 0.99 0.64
S 0.72 2.47 0.38
H 1.49 -0.88 0.68
*
```



E_tot (hartree)
-244.58291 -7456.37953 -698.47430 -328.61168 -6556.30345 -1001.23772 -7227.35792 -3508.86562 -12041.30571 -602.26721
Energy above the lowest of the compared OMol25 structures with the same formula, charge and spin (eV)
2.516 0.921 1.278 2.029 0.670 2.220 0.000 1.295 4.431 0.754